1.
The following is a DFT calculation (ωB97M-V/def2-TZVPD) of a 14-piece molecular cluster, C5H37NO14 overall at a distorted geometry.

Strongest force on any atom ... 0.1749 hartree/bohr
Orbital gap ... 9.68 eV
HOMO energy ... -9.8 eV
Lowest unoccupied orbital energy ... -0.114 eV
Total charge ... 0
Energy above the lowest of the compared OMol25 structures with the same formula, charge and spin ... 900.5 kJ/mol

Bonds (Å) are listed after each position.
Atoms and positions in Å:
1 H 1.001 -3.032 -2.712  O46 1.065
2 H 1.696 -1.001 3.626  C18 1.103
3 H -3.187 0.275 -1.300  O19 0.970
4 H 3.668 1.314 0.707  C39 1.092
5 O -1.995 -3.264 -2.254  H17 0.967, H31 0.910
6 O 1.061 -2.760 -0.598  H11 0.958, H40 0.881
7 O -3.240 1.936 -0.193  H25 0.974, H55 0.996
8 N 1.725 1.650 -0.088  C15 1.454, C39 1.226
9 C -0.188 -1.149 2.490  H12 1.125, C18 1.485, H44 1.219, O50 1.351
10 H 1.123 3.394 1.790  O29 0.959
11 H 1.250 -1.826 -0.698  O6 0.958
12 H -0.870 -0.957 3.364  C9 1.125
13 O -0.592 3.196 -0.397  H21 0.869, H35 1.032
14 H 2.212 -1.364 1.261  C53 1.080
15 C 1.114 0.411 0.366  N8 1.454, H48 1.199, H52 1.111, C53 1.474
16 O -0.486 -0.680 -3.888  H33 0.952, H49 0.945
17 H -1.912 -2.559 -1.599  O5 0.967
18 C 1.149 -0.568 2.772  H2 1.103, C9 1.485, H22 1.158, C53 1.584
19 O -2.655 0.306 -2.110  H3 0.970, H37 0.962
20 H -2.804 -0.785 1.575  O51 0.934
21 H 0.185 3.535 -0.204  O13 0.869
22 H 1.192 0.327 3.506  C18 1.158
23 O -0.602 1.861 3.300  H27 0.878, H32 0.946
24 O -3.295 -2.281 0.295  H30 0.999, H43 1.041
25 H -2.676 2.661 0.134  O7 0.974
26 O 2.113 2.187 -3.034  H47 1.016, H54 0.966
27 H -1.423 1.738 3.016  O23 0.878
28 H -4.082 0.040 1.994  O51 0.974
29 O 0.697 3.933 2.460  H10 0.959, H38 0.945
30 H -3.448 -2.466 -0.675  O24 0.999
31 H -1.179 -3.576 -2.509  O5 0.910
32 H -0.069 1.633 2.552  O23 0.946
33 H -1.240 -0.212 -3.545  O16 0.952
34 H 1.455 -1.520 -2.859  O46 0.890
35 H -0.725 2.892 -1.373  O13 1.032
36 H 3.119 -1.285 -1.544  O56 1.072
37 H -3.039 0.907 -2.757  O19 0.962
38 H 0.387 3.336 3.124  O29 0.945
39 C 2.901 1.877 0.170  H4 1.092, N8 1.226, H45 1.056
40 H 0.442 -2.935 0.005  O6 0.881
41 H 0.292 -3.111 2.660  O50 1.004
42 H 2.878 0.048 1.438  C53 1.083
43 H -2.755 -2.974 0.853  O24 1.041
44 H -0.856 -0.543 1.670  C9 1.219
45 H 3.306 2.818 -0.089  C39 1.056
46 O 1.568 -2.311 -3.252  H1 1.065, H34 0.890
47 H 1.246 2.031 -2.527  O26 1.016
48 H 0.143 0.889 0.882  C15 1.199
49 H -1.103 -1.311 -4.225  O16 0.945
50 O -0.111 -2.424 2.048  C9 1.351, H41 1.004
51 O -3.143 0.070 1.736  H20 0.934, H28 0.974
52 H 0.794 -0.201 -0.504  C15 1.111
53 C 1.871 -0.346 1.380  H14 1.080, C15 1.474, C18 1.584, H42 1.083
54 H 2.362 1.387 -3.515  O26 0.966
55 H -2.828 1.239 0.387  O7 0.996
56 O 3.423 -0.305 -1.233  H36 1.072, H57 0.972
57 H 4.130 -0.145 -1.881  O56 0.972

2.
The following is a DFT calculation (ωB97M-V/def2-TZVPD) of a 13-piece molecular cluster, C5H38N2O12 overall at a distorted geometry.

Strongest force on any atom ... 0.0661 hartree/bohr
Orbital gap ... 9.54 eV
HOMO energy ... -9.7 eV
Lowest unoccupied orbital energy ... -0.136 eV
Total charge ... 0
Energy above the lowest of the compared OMol25 structures with the same formula, charge and spin ... 417.6 kJ/mol

Bonds (Å) are listed after each position.
Atoms and positions in Å:
1 O -2.627 -1.040 1.725  H21 0.975, H29 0.973
2 C -0.732 1.853 -1.860  H7 1.077, N14 1.497, H37 1.103, C49 1.516
3 H -0.618 1.666 2.979  O11 1.003
4 C -0.743 -3.029 -2.847  H17 1.074, C24 1.548, H43 1.115, H51 1.077
5 H 1.874 2.568 -0.721  N30 1.034
6 H 1.827 -3.905 0.406  O27 0.966
7 H -1.479 1.971 -1.093  C2 1.077
8 H 4.003 -0.981 3.181  O15 0.967
9 H 2.113 -1.813 0.429  O42 0.964
10 H -1.802 3.417 2.764  O47 0.979
11 O -1.594 1.564 3.183  H3 1.003, H56 0.966
12 O 2.759 0.169 -2.811  H19 0.968, H33 0.957
13 H 3.694 0.111 2.191  O15 0.966
14 N 0.013 0.564 -1.695  C2 1.497, C25 1.500, H35 1.026
15 O 3.407 -0.231 3.048  H8 0.967, H13 0.966
16 H -1.795 -0.630 -1.914  C25 1.095
17 H -1.297 -3.571 -2.103  C4 1.074
18 H -1.530 -2.033 4.005  O23 0.970
19 H 2.078 0.728 -2.412  O12 0.968
20 H 0.685 2.953 -2.991  C49 1.109
21 H -2.328 -0.113 1.669  O1 0.975
22 H -3.642 -1.635 -0.585  O46 0.976
23 O -0.949 -1.305 4.275  H18 0.970, H26 0.962
24 C -0.041 -1.771 -2.280  C4 1.548, C25 1.479, H31 1.113, H40 1.106
25 C -0.802 -0.505 -2.360  N14 1.500, H16 1.095, C24 1.479, H41 1.085
26 H -1.562 -0.564 4.258  O23 0.962
27 O 1.750 -4.344 1.263  H6 0.966, H52 0.985
28 O 0.792 1.602 1.981  H39 0.971, H57 0.956
29 H -1.775 -1.502 1.637  O1 0.973
30 N 1.021 3.147 -0.802  H5 1.034, H48 1.024, C49 1.431
31 H 0.446 -2.001 -1.307  C24 1.113
32 H 1.565 -1.247 1.830  O42 0.963
33 H 2.394 -0.496 -3.394  O12 0.957
34 H -3.259 1.723 1.099  O45 0.959
35 H 0.024 0.411 -0.680  N14 1.026
36 H 4.386 -0.186 -0.543  O50 0.961
37 H -1.381 1.746 -2.745  C2 1.103
38 H -0.508 3.860 -2.113  C49 1.119
39 H 0.708 1.971 1.087  O28 0.971
40 H 0.958 -1.742 -2.753  C24 1.106
41 H -1.036 -0.096 -3.337  C25 1.085
42 O 1.341 -1.652 0.985  H9 0.964, H32 0.963
43 H -0.068 -3.820 -3.251  C4 1.115
44 H -3.922 -2.756 -1.492  O46 0.966
45 O -2.490 1.483 0.580  H34 0.959, H54 0.964
46 O -4.314 -1.910 -1.237  H22 0.976, H44 0.966
47 O -1.733 4.239 2.238  H10 0.979, H55 0.969
48 H 1.466 4.054 -0.635  N30 1.024
49 C 0.224 3.022 -1.984  C2 1.516, H20 1.109, N30 1.431, H38 1.119
50 O 3.693 -0.815 -0.327  H36 0.961, H53 0.967
51 H -1.387 -2.792 -3.677  C4 1.077
52 H 1.560 -3.494 1.722  O27 0.985
53 H 3.374 -1.114 -1.189  O50 0.967
54 H -1.819 2.176 0.602  O45 0.964
55 H -0.814 4.200 1.932  O47 0.969
56 H -1.399 1.108 4.012  O11 0.966
57 H 1.289 0.789 2.059  O28 0.956

3.
The following is a DFT calculation (ωB97M-V/def2-TZVPD) of a 14-piece molecular cluster, C5H38N2O14 overall at a distorted geometry.

Strongest force on any atom ... 0.0436 hartree/bohr
Orbital gap ... 10.80 eV
HOMO energy ... -15.7 eV
Lowest unoccupied orbital energy ... -4.933 eV
Total charge ... +2
Energy above the lowest of the compared OMol25 structures with the same formula, charge and spin ... 0.0 kJ/mol

Bonds (Å) are listed after each position.
Atoms and positions in Å:
1 O 3.615 -1.674 2.102  H33 0.966, H50 1.003
2 C -0.997 -0.775 -2.794  H6 1.065, H17 1.087, C51 1.327
3 O -0.856 0.987 2.416  H35 0.979, H41 0.976
4 H 2.136 -1.182 -1.556  C52 1.090
5 H 0.444 -1.762 2.365  O47 0.977
6 H -0.943 0.000 -3.522  C2 1.065
7 N -0.396 -2.225 -0.993  H25 1.034, H39 1.036, C51 1.490, H55 1.023
8 H 0.805 -5.411 0.012  O22 0.971
9 H -2.971 0.510 -4.346  O48 0.970
10 H 0.819 3.050 -2.794  O49 0.972
11 C 2.288 1.640 -0.690  O38 1.204, C42 1.560, H45 1.097
12 H -2.844 -0.978 0.555  O31 1.003
13 H 1.112 2.014 -3.852  O49 0.966
14 O -2.480 2.705 -0.804  H19 0.992, H30 0.984
15 O -3.757 0.454 -0.123  H20 0.971, H24 0.972
16 H 1.422 -2.520 1.560  O47 0.973
17 H -1.918 -1.333 -2.942  C2 1.087
18 H -0.300 0.213 0.626  N40 1.013
19 H -2.525 2.871 -1.780  O14 0.992
20 H -4.722 0.549 -0.109  O15 0.971
21 H -2.191 5.290 0.925  O44 0.957
22 O 0.500 -4.511 0.214  H8 0.971, H58 0.961
23 O -0.238 -4.058 3.047  H37 0.952, H57 0.947
24 H -3.530 1.384 0.042  O15 0.972
25 H -1.411 -2.183 -0.798  N7 1.034
26 H 1.857 2.498 3.349  O29 0.948
27 H 4.992 -1.170 -0.030  O59 0.980
28 H 4.804 -0.254 -1.220  O59 0.995
29 O 0.958 2.538 3.646  H26 0.948, H46 0.937
30 H -2.258 3.572 -0.395  O14 0.984
31 O -2.323 -1.790 0.828  H12 1.003, H32 0.966
32 H -2.975 -2.347 1.272  O31 0.966
33 H 3.211 -2.115 2.862  O1 0.966
34 H 0.184 1.826 0.402  N40 1.047
35 H -0.763 0.239 3.041  O3 0.979
36 H -0.448 1.101 -0.854  N40 1.023
37 H 0.418 -4.348 3.673  O23 0.952
38 O 1.991 2.556 0.033  C11 1.204
39 H 0.134 -2.001 -0.132  N7 1.036
40 N 0.106 0.874 -0.025  H18 1.013, H34 1.047, H36 1.023, C42 1.475
41 H -0.623 1.725 3.010  O3 0.976
42 C 1.432 0.364 -0.422  C11 1.560, N40 1.475, H43 1.076, C52 1.567
43 H 1.830 -0.256 0.362  C42 1.076
44 O -1.587 5.035 0.228  H21 0.957, H56 0.954
45 H 3.143 1.700 -1.375  C11 1.097
46 H 0.702 3.292 4.140  O29 0.937
47 O 0.904 -1.698 1.505  H5 0.977, H16 0.973
48 O -2.777 1.147 -3.641  H9 0.970, H54 0.944
49 O 0.585 2.143 -3.054  H10 0.972, H13 0.966
50 H 3.866 -0.745 2.387  O1 1.003
51 C -0.060 -1.103 -1.914  C2 1.327, N7 1.490, C52 1.491
52 C 1.294 -0.509 -1.717  H4 1.090, C42 1.567, C51 1.491, H53 1.071
53 H 1.532 0.157 -2.522  C52 1.071
54 H -3.609 1.577 -3.523  O48 0.944
55 H -0.155 -3.154 -1.345  N7 1.023
56 H -0.708 5.218 0.549  O44 0.954
57 H -1.024 -4.039 3.575  O23 0.947
58 H 0.027 -4.401 1.043  O22 0.961
59 O 4.278 -0.686 -0.494  H27 0.980, H28 0.995

4.
The following is a DFT calculation (ωB97M-V/def2-TZVPD) of a 14-piece molecular cluster, C5H39N2O14 overall at a distorted geometry.

Strongest force on any atom ... 0.0337 hartree/bohr
Orbital gap ... 9.00 eV
HOMO energy ... -6.4 eV
Lowest unoccupied orbital energy ... 2.562 eV
Total charge ... -1
Energy above the lowest of the compared OMol25 structures with the same formula, charge and spin ... 164.5 kJ/mol

Bonds (Å) are listed after each position.
Atoms and positions in Å:
1 H 0.018 -0.473 0.222  N55 1.019
2 H 1.761 -2.364 0.533  O38 0.980
3 H -2.051 -1.035 -0.680  N51 1.009
4 C 0.487 0.647 -2.257  H20 1.095, H34 1.091, C39 1.540, C41 1.539
5 O 3.096 2.303 0.006  H14 0.965, H43 0.969
6 H 3.627 -1.718 -3.129  O17 0.972
7 H -3.368 1.797 1.489  O23 0.978
8 C 0.248 0.989 1.548  O16 1.391, H33 1.110, H46 1.102, N55 1.502
9 H -2.238 0.283 -2.716  C25 1.093
10 H 0.873 -2.504 1.670  O38 0.979
11 H 2.251 -3.088 -2.022  O12 0.964
12 O 2.505 -3.365 -2.909  H11 0.964, H26 0.959
13 O 0.612 -1.788 3.272  H19 1.020, H50 0.963
14 H 3.657 1.620 -0.380  O5 0.965
15 H -1.907 3.369 0.906  O22 0.980
16 O -0.682 0.250 2.271  C8 1.391
17 O 4.132 -0.908 -3.312  H6 0.972, H36 0.958
18 H 1.998 4.367 0.238  O56 0.956
19 H 0.157 -0.941 2.935  O13 1.020
20 H 0.454 1.405 -3.047  C4 1.095
21 O -2.916 -0.003 0.985  H42 1.031, H60 0.960
22 O -1.474 3.968 0.263  H15 0.980, H24 0.957
23 O -2.958 2.524 2.000  H7 0.978, H28 0.962
24 H -2.094 4.556 -0.169  O22 0.957
25 C -1.771 -0.705 -2.735  H9 1.093, H31 1.096, C39 1.533, N51 1.456
26 H 1.692 -3.328 -3.417  O12 0.959
27 O -0.006 -3.857 -2.041  H40 0.962, H47 0.972
28 H -2.748 2.208 2.884  O23 0.962
29 O -2.390 -1.473 3.622  H35 0.958, H49 0.974
30 H 3.432 -1.272 -0.362  O59 0.962
31 H -2.088 -1.155 -3.683  C25 1.096
32 H -3.007 -2.045 -1.601  N51 1.005
33 H 1.178 0.994 2.154  C8 1.110
34 H 1.503 0.290 -2.078  C4 1.091
35 H -3.021 -2.149 3.369  O29 0.958
36 H 3.545 -0.152 -3.273  O17 0.958
37 H -1.021 1.456 -0.915  C41 1.111
38 O 1.299 -3.086 1.008  H2 0.980, H10 0.979
39 C -0.242 -0.611 -2.767  C4 1.540, C25 1.533, H53 1.097, H57 1.094
40 H 0.050 -4.408 -1.254  O27 0.962
41 C 0.070 1.246 -0.902  C4 1.539, H37 1.111, H48 1.087, N55 1.470
42 H -2.006 0.102 1.460  O21 1.031
43 H 2.464 1.758 0.500  O5 0.969
44 H 2.029 -0.526 -0.368  O59 0.997
45 H -0.798 0.794 4.870  O52 0.965
46 H -0.197 1.986 1.400  C8 1.102
47 H -0.815 -3.328 -1.939  O27 0.972
48 H 0.375 2.282 -0.776  C41 1.087
49 H -1.810 -1.256 2.871  O29 0.974
50 H 0.554 -1.621 4.219  O13 0.963
51 N -2.171 -1.487 -1.575  H3 1.009, C25 1.456, H32 1.005
52 O -0.989 1.712 4.642  H45 0.965, H58 0.974
53 H 0.107 -0.860 -3.776  C39 1.097
54 H 0.381 4.704 0.092  O56 0.961
55 N 0.546 0.399 0.200  H1 1.019, C8 1.502, C41 1.470
56 O 1.293 5.003 0.127  H18 0.956, H54 0.961
57 H 0.267 -1.411 -2.222  C39 1.094
58 H -0.901 1.617 3.676  O52 0.974
59 O 2.542 -1.303 -0.726  H30 0.962, H44 0.997
60 H -3.534 -0.408 1.598  O21 0.960

Number 4 is which compound?
C5H39N2O14